C94H161F12N8O12P3S4 | ωB97M-V/def2-TZVPD

Properties
Energy: -8832.51907 Eh
Charge: +6

CARTESIAN COORDINATES (ANGSTROEM)
C1 0.4547 -1.1467 0.1117
C2 -0.6842 -0.2196 0.5314
N1 -1.0178 0.8895 -0.4271
C3 -1.2497 0.6720 -1.7800
C4 -1.5099 1.8945 -2.2754
N2 -1.5276 2.8147 -1.2778
C5 -1.2645 2.1869 -0.1117
C6 -1.9745 4.1790 -1.4776
H1 0.3365 -2.0756 0.6718
H2 1.4910 -0.7341 0.1936
H3 0.3196 -1.3473 -0.9461
H4 -0.6459 0.2653 1.5078
H5 -1.5767 -0.7757 0.6447
H6 -1.2706 -0.2902 -2.2984
H7 -1.6136 2.2103 -3.2728
H8 -1.1283 2.5871 0.8785
H9 -1.8019 4.7037 -0.5615
H10 -3.0298 4.1298 -1.7025
H11 -1.3567 4.5646 -2.3094
C7 -0.5381 6.4253 9.7672
C8 0.5373 5.7507 8.8852
C9 0.0094 4.5260 8.0453
C10 -0.2389 3.2788 8.8256
P1 -0.9924 1.8992 7.8935
C11 -0.7907 0.2751 8.7034
C12 -1.6593 0.1723 9.9820
C13 -1.3278 -1.0169 10.8644
C14 0.1928 -0.9051 11.2834
C15 -2.7515 2.3101 7.6071
C16 -3.4777 3.2513 8.5542
C17 -4.6710 3.8488 7.7168
C18 -5.8705 2.8717 7.4415
C19 -0.3329 1.8933 6.1871
C20 1.1111 1.3905 5.9417
C21 1.4910 1.5709 4.4727
C22 3.0368 1.3806 4.3911
H12 -1.0280 5.6925 10.3948
H13 -1.3145 6.8326 9.1052
H14 -0.1133 7.2424 10.3728
H15 1.3449 5.4079 9.5443
H16 1.1014 6.4949 8.2167
H17 0.7349 4.3870 7.2728
H18 -0.8800 4.7591 7.5529
H19 -0.8012 3.2989 9.7308
H20 0.6998 2.7483 9.1562
H21 0.2545 0.1007 8.9905
H22 -1.1028 -0.4120 7.8909
H23 -2.6554 0.1246 9.6412
H24 -1.5360 1.1228 10.5717
H25 -1.4139 -1.9353 10.2662
H26 -2.0162 -1.1611 11.6587
H27 0.4122 -1.4199 12.2224
H28 0.5705 0.1100 11.2472
H29 0.8685 -1.4757 10.5901
H30 -3.2317 1.3460 7.5170
H31 -2.7188 2.6011 6.5437
H32 -2.9105 4.1318 8.8711
H33 -3.7421 2.6011 9.3933
H34 -4.2321 4.2102 6.7815
H35 -5.0628 4.7087 8.2750
H36 -6.6139 3.3821 6.8561
H37 -6.4483 2.4543 8.2815
H38 -5.5334 1.9519 6.9342
H39 -0.3310 2.9708 5.9104
H40 -1.1379 1.3808 5.6123
H41 1.3376 0.3809 6.2437
H42 1.8105 2.0704 6.4954
H43 1.1580 2.5692 4.1038
H44 1.0008 0.7951 3.8250
H45 3.3178 1.2714 3.3836
H46 3.3254 0.4913 4.9890
H47 3.5534 2.2249 4.8493
C23 0.5289 -0.7666 -5.3373
C24 0.9865 -1.1675 -6.8116
C25 2.2892 -0.5224 -7.1740
C26 3.5977 -1.2754 -6.8131
P2 5.1504 -0.6209 -7.3117
C27 6.4483 -1.4305 -6.4337
C28 6.7414 -2.8796 -6.8060
C29 5.6038 -3.8871 -6.6275
C30 5.3645 -4.1620 -5.1003
C31 5.4225 -0.7211 -9.1244
C32 4.6995 -1.8230 -9.8910
C33 5.1030 -1.6209 -11.3268
C34 4.4287 -2.5236 -12.3755
C35 5.2246 1.1649 -6.9806
C36 5.3510 1.5924 -5.5456
C37 3.9870 1.6300 -4.9273
C38 3.9031 2.2386 -3.5015
H48 0.8586 0.2753 -5.2510
H49 0.8412 -1.4012 -4.5108
H50 -0.5779 -0.7151 -5.2277
H51 0.1795 -0.7788 -7.4121
H52 1.0153 -2.2814 -6.9339
H53 2.3773 0.5287 -6.8716
H54 2.3634 -0.4533 -8.2784
H55 3.4576 -2.3056 -7.2120
H56 3.6881 -1.5072 -5.7282
H57 6.2364 -1.3226 -5.3392
H58 7.3086 -0.7850 -6.5968
H59 7.4720 -3.2793 -6.1025
H60 7.2138 -2.9732 -7.7969
H61 6.0214 -4.8495 -7.0763
H62 4.6724 -3.7650 -7.1509
H63 4.9545 -3.3284 -4.5068
H64 6.3051 -4.5859 -4.7466
H65 4.6669 -4.9687 -5.0073
H66 6.4886 -0.7137 -9.3261
H67 4.9780 0.1812 -9.5425
H68 3.5919 -1.7474 -9.8672
H69 5.0287 -2.8133 -9.5778
H70 6.1747 -1.7295 -11.3979
H71 4.9463 -0.5499 -11.5714
H72 3.4510 -2.1851 -12.7023
H73 4.4643 -3.4893 -11.8787
H74 4.9013 -2.5643 -13.3772
H75 4.4423 1.6758 -7.5067
H76 6.1019 1.4199 -7.5700
H77 5.8467 2.5845 -5.5581
H78 6.1682 0.9654 -5.0911
H79 3.4960 0.6547 -5.0391
H80 3.3633 2.2974 -5.5178
H81 4.1716 3.2586 -3.5359
H82 4.5725 1.6696 -2.8261
H83 2.8584 2.2252 -3.0516
C39 10.8088 -5.6050 5.0915
C40 9.8212 -5.6024 3.9537
C41 8.9183 -4.4176 3.6902
C42 7.8522 -4.8561 2.7002
P3 7.1198 -3.4257 1.9813
C43 8.4302 -2.3927 1.2707
C44 9.3380 -3.0881 0.3665
C45 10.4895 -2.2543 -0.0065
C46 11.3065 -2.7844 -1.1807
C47 5.9502 -4.0223 0.7630
C48 5.4282 -2.9349 -0.2262
C49 4.2811 -3.4367 -1.1164
C50 3.6969 -2.2764 -1.9320
C51 6.1856 -2.3995 3.1690
C52 4.9478 -3.1449 3.7090
C53 3.9509 -2.3349 4.4580
C54 2.7900 -3.1948 4.8918
H84 11.4657 -4.7582 5.0047
H85 11.4881 -6.4844 5.1980
H86 10.3292 -5.5187 6.0470
H87 9.1139 -6.4543 4.0781
H88 10.3077 -5.9203 3.0249
H89 9.4373 -3.5984 3.2254
H90 8.4027 -4.0719 4.5764
H91 7.0446 -5.4027 3.1961
H92 8.2477 -5.4029 1.8762
H93 8.9312 -1.8498 2.0303
H94 7.8911 -1.4818 0.8508
H95 8.7522 -3.5167 -0.4876
H96 9.7115 -4.0251 0.7843
H97 11.1642 -2.1212 0.8720
H98 10.2275 -1.1973 -0.2052
H99 10.6645 -2.9092 -2.0409
H100 11.8762 -3.7010 -0.8862
H101 11.9931 -2.0178 -1.3889
H102 5.2178 -4.7060 1.2185
H103 6.4670 -4.6916 0.0805
H104 6.2817 -2.6006 -0.9027
H105 5.1230 -2.1270 0.3400
H106 3.4802 -3.8117 -0.5076
H107 4.6149 -4.2090 -1.8039
H108 4.4436 -1.9818 -2.7143
H109 3.4018 -1.3369 -1.4365
H110 2.7746 -2.5197 -2.3778
H111 5.8188 -1.5035 2.6591
H112 6.8160 -2.0724 4.0161
H113 5.3185 -3.8255 4.4404
H114 4.4221 -3.7051 2.9027
H115 3.5417 -1.4686 3.9489
H116 4.3319 -1.8845 5.3753
H117 3.1395 -4.0952 5.4045
H118 2.2297 -3.4982 3.9843
H119 2.1552 -2.5772 5.5569
C55 -5.9568 -0.9662 -6.3251
N3 -6.0734 -0.4832 -5.0013
C56 -7.1229 -0.7823 -4.2426
C57 -7.2409 -0.2302 -2.9614
C58 -6.0917 0.4368 -2.4397
C59 -4.9745 0.7191 -3.2742
C60 -5.0166 0.2637 -4.5184
C61 -6.0176 0.9421 -1.0529
C62 -5.1481 0.4457 -0.1542
C63 -5.2224 0.7602 1.1589
N4 -6.2098 1.5737 1.5878
C64 -7.0982 2.1082 0.7641
C65 -7.0644 1.7265 -0.5323
C66 -6.2848 1.8741 2.9844
H120 -5.5373 -0.0736 -6.8788
H121 -6.8939 -1.3335 -6.7967
H122 -5.2245 -1.8083 -6.4305
H123 -8.0076 -1.1404 -4.7313
H124 -8.0958 -0.5354 -2.4323
H125 -4.1080 1.2879 -3.0228
H126 -4.2460 0.4553 -5.2290
H127 -4.3195 -0.1963 -0.3915
H128 -4.4498 0.5067 1.8723
H129 -7.7603 2.8472 1.2398
H130 -7.8448 2.1711 -1.1168
H131 -7.2125 1.3534 3.3463
H132 -6.2925 2.9482 3.1514
H133 -5.4196 1.4714 3.4797
C67 -2.1038 7.8946 -7.5973
N5 -2.5383 8.1653 -6.2377
C68 -3.4332 7.3194 -5.6053
C69 -3.9857 7.5671 -4.4116
C70 -3.6059 8.7501 -3.7456
C71 -2.5528 9.5096 -4.3059
C72 -2.0856 9.2278 -5.5443
C73 -4.1656 9.1092 -2.4493
C74 -3.3587 8.9324 -1.3495
C75 -3.9109 9.2794 -0.1235
N6 -5.1199 9.7924 -0.0104
C76 -5.8927 9.9660 -1.0829
C77 -5.4197 9.6570 -2.3453
C78 -5.6795 10.0955 1.3474
H134 -2.0558 8.7980 -8.1752
H135 -2.6969 7.1712 -8.1254
H136 -1.1085 7.3828 -7.6475
H137 -3.6118 6.4419 -6.1410
H138 -4.6922 6.9197 -3.9973
H139 -2.0049 10.3583 -3.8400
H140 -1.3146 9.8088 -6.0373
H141 -2.4473 8.3493 -1.4199
H142 -3.3629 8.9361 0.8078
H143 -6.8498 10.3659 -0.9908
H144 -6.1067 9.6521 -3.1835
H145 -6.6628 10.6490 1.2323
H146 -4.9954 10.7932 1.8720
H147 -5.8422 9.1532 1.8365
C79 -5.8245 -10.7547 -3.0671
N7 -5.7423 -9.8483 -1.9419
C80 -6.3952 -10.1591 -0.8369
C81 -6.3294 -9.2774 0.2063
C82 -5.6052 -8.1005 0.1809
C83 -5.1250 -7.7284 -1.0565
C84 -5.1560 -8.6499 -2.0774
C85 -5.3540 -7.2654 1.3830
C86 -6.1374 -7.4734 2.5636
C87 -5.9745 -6.6377 3.6433
N8 -5.0473 -5.6349 3.6142
C88 -4.2904 -5.4590 2.5084
C89 -4.3896 -6.2454 1.3970
C90 -4.9108 -4.6937 4.6601
H148 -4.8797 -10.8107 -3.6095
H149 -6.5537 -10.4080 -3.7492
H150 -5.9516 -11.7713 -2.7415
H151 -6.8407 -11.1351 -0.8156
H152 -6.8241 -9.5608 1.1351
H153 -4.6492 -6.7685 -1.2873
H154 -4.9161 -8.3118 -3.1004
H155 -6.8697 -8.2197 2.6827
H156 -6.5260 -6.6885 4.5699
H157 -3.5582 -4.6374 2.4905
H158 -3.8695 -5.8725 0.4698
H159 -5.0333 -3.6832 4.2498
H160 -3.9394 -4.8022 5.1148
H161 -5.6113 -4.9200 5.4232
C91 -4.9277 5.8691 1.7665
F1 -5.9264 6.5676 2.2669
F2 -3.8814 6.6492 1.9653
F3 -4.6797 4.8672 2.6111
S1 -5.1343 5.2604 0.1036
O1 -6.5624 5.0732 0.0173
O2 -4.6289 6.3258 -0.7000
O3 -4.4011 4.0074 0.1424
C92 -1.3269 3.9936 -5.6489
F4 -0.4924 3.7179 -4.6230
F5 -1.1154 5.2669 -5.9338
F6 -0.7692 3.1972 -6.5786
S2 -3.1814 3.8219 -5.2731
O4 -3.1516 4.6943 -4.1478
O5 -3.8722 4.3535 -6.4042
O6 -3.3189 2.3952 -5.0291
C93 -2.6259 -1.4994 5.4306
F7 -2.6998 -0.3967 6.1785
F8 -1.3610 -1.8100 5.5076
F9 -3.3349 -2.4171 6.1215
S3 -3.3227 -1.5075 3.7150
O7 -4.7564 -1.2671 3.8829
O8 -2.6154 -0.4184 2.9957
O9 -3.0611 -2.9135 3.4120
C94 -3.3866 -3.2531 -3.2511
F10 -2.9087 -4.2851 -3.9657
F11 -2.7320 -2.1541 -3.8906
F12 -4.6708 -3.0830 -3.5941
S4 -3.1337 -3.3866 -1.3606
O10 -4.0222 -2.2670 -1.0065
O11 -3.6616 -4.6965 -1.0761
O12 -1.7104 -3.1173 -1.1270

Forces on atoms 1 to 6 (eV/Å):
0.39 0.96 -0.18
0.03 1.21 0.28
-0.23 -0.69 0.43
0.26 0.16 0.66
-0.03 0.10 -0.37
0.11 -0.87 1.59

Results of the Mulliken charge analysis, in e, for atoms 1 through 8: -1.34, -0.22, 0.40, -0.68, -1.44, 0.47, -0.10, -0.90